1.
Formula: C33H39GeI2N6O5Zr
Source: the OMol25 dataset
Level of theory: ωB97M-V/def2-TZVPD

Last column: Löwdin charge in e.
Geometry (Å):
Zr 0.215 -0.358 0.235  1.93
C -2.019 -3.761 -0.192  -0.02
C -0.769 -3.724 -1.060  -0.65
C 0.043 -4.993 -0.834  -0.06
C -1.118 -3.586 -2.540  -0.02
O 0.033 -2.568 -0.664  -0.46
Ge 1.885 -2.525 -0.891  1.15
O 1.416 -0.649 -1.537  -0.48
C 2.026 -0.150 -2.783  -0.63
C 0.909 0.147 -3.775  -0.01
C 2.933 -1.226 -3.367  -0.08
C 2.855 1.095 -2.484  -0.01
O 1.816 -1.534 0.838  -0.49
C 3.042 -1.458 1.661  -0.63
C 2.633 -1.082 3.077  -0.03
C 3.947 -0.409 1.034  -0.02
C 3.693 -2.830 1.657  -0.05
H -2.701 -4.525 -0.568  0.11
H -2.549 -2.808 -0.190  0.06
H -1.773 -3.994 0.841  0.09
H -0.590 -5.867 -0.987  0.11
H 0.420 -5.030 0.189  0.10
H 0.880 -5.076 -1.530  0.07
H -1.525 -4.523 -2.919  0.10
H -0.226 -3.352 -3.127  0.08
H -1.869 -2.815 -2.722  0.08
H 0.360 -0.763 -4.030  0.09
H 1.329 0.544 -4.700  0.11
H 0.218 0.895 -3.389  0.07
H 2.391 -2.150 -3.577  0.07
H 3.778 -1.448 -2.713  0.08
H 3.337 -0.867 -4.313  0.11
H 2.244 1.992 -2.458  0.07
H 3.604 1.238 -3.262  0.10
H 3.379 0.986 -1.534  0.08
H 2.169 -0.098 3.109  0.05
H 3.516 -1.059 3.716  0.11
H 1.940 -1.818 3.482  0.09
H 3.475 0.577 1.062  0.05
H 4.180 -0.668 -0.002  0.08
H 4.889 -0.351 1.579  0.11
H 2.980 -3.598 1.959  0.10
H 4.513 -2.836 2.375  0.11
H 4.112 -3.090 0.684  0.06
N -1.528 -0.415 -1.354  0.04
C -2.081 0.820 -1.830  -0.25
C -3.291 0.925 -2.453  0.01
C -3.743 2.181 -2.915  -0.03
C -2.967 3.294 -2.768  0.00
C -1.710 3.208 -2.121  -0.13
C -0.856 4.317 -1.933  0.04
C 0.330 4.143 -1.277  0.00
C 0.656 2.868 -0.782  -0.12
N -0.108 1.805 -0.936  0.03
C -1.277 1.963 -1.626  -0.19
H -0.858 -0.774 -2.041  0.08
H -2.238 -1.135 -1.256  0.09
H -3.903 0.045 -2.610  0.13
H -4.703 2.246 -3.407  0.12
H -3.299 4.253 -3.142  0.13
H -1.150 5.288 -2.310  0.14
H 1.017 4.962 -1.120  0.12
H 1.579 2.729 -0.232  0.11
I 2.915 3.195 2.982  1.11
C 0.863 3.070 2.998  -0.62
C 0.099 3.884 3.813  -0.19
C -1.291 3.787 3.855  -0.63
I -2.298 4.976 5.179  1.16
C -1.984 2.869 2.988  -0.18
C -3.379 2.697 2.938  0.01
C -3.909 1.767 2.077  0.02
C -3.053 1.025 1.256  -0.08
N -1.741 1.177 1.268  0.08
C -1.219 2.063 2.134  -0.15
C 0.230 2.087 2.186  -0.39
O 0.885 1.231 1.519  -0.22
H 0.593 4.601 4.455  0.10
H -4.023 3.281 3.582  0.08
H -4.974 1.592 2.034  0.13
H -3.454 0.276 0.587  0.12
O -1.128 -1.432 1.415  -0.29
N -0.563 -0.927 2.489  -0.05
C -1.247 -0.916 3.581  -0.26
C -0.680 -0.188 4.675  -0.14
N -0.278 0.490 5.510  0.22
C -2.584 -1.424 3.639  -0.14
N -3.672 -1.787 3.604  0.22

Atoms 1-2, force components in eV/Å:
Zr -1.0 0.4 0.3
C 0.0 0.0 -0.1

Computed properties:
E in Ha: -4704.68231
Kohn-Sham gap (spin up / spin down) in eV: 7.6 / 5.9
Multiplicity: 2
Net charge: +2

---

2.
Formula: C4H7NS3
Source: the OMol25 dataset
Level of theory: ωB97M-V/def2-TZVPD

Last column: natural (NBO) charge in e.
Geometry (Å):
C -0.581 1.103 -0.506  0.11
C -0.371 0.249 0.747  -0.29
C 0.853 -0.602 0.833  -0.35
C -0.454 -1.206 0.701  -0.36
H 1.020 1.706 -3.396  0.12
H -1.558 1.605 -0.549  0.16
H -0.662 0.737 1.665  0.24
H 1.510 -0.686 -0.015  0.25
H 2.223 0.529 2.323  0.13
H -0.875 -1.624 1.615  0.23
H -2.134 -1.957 -0.801  0.13
N 0.246 1.065 -1.441  -0.52
S -0.159 2.015 -2.844  0.15
S 1.720 -0.728 2.411  -0.01
S -0.779 -2.207 -0.742  0.01

Atoms 1-2, force components in eV/Å:
C -0.9 -1.2 1.7
C 0.5 2.4 -1.6

Computed properties:
E in Ha: -1405.85775
Kohn-Sham gap in eV: 9.6
Multiplicity: 1
Net charge: 0
SMILES: S/N=C/C1[C@@H](S)[C@@H]1S

---

3.
Formula: CH3Cl2OP
Source: the OMol25 dataset
Level of theory: ωB97M-V/def2-TZVPD

Last column: natural (NBO) charge in e.
Geometry (Å):
C -0.947 -0.042 -0.688  0.18
O 0.392 0.078 -0.575  -0.74
P 1.079 -0.211 1.001  0.62
Cl -1.721 -1.357 0.167  0.01
Cl -1.414 1.678 0.247  -0.23
H -1.410 -0.037 -1.701  0.23
H 1.832 0.958 0.998  -0.04
H 2.190 -1.068 0.550  -0.04

Atoms 1-2, force components in eV/Å:
C -0.1 2.2 1.1
O 0.2 -1.6 -0.3

Computed properties:
E in Ha: -1376.83971
Kohn-Sham gap in eV: 10.5
Multiplicity: 1
Net charge: 0
SMILES: POC(Cl)Cl

---

4.
Formula: C40H49N7Ta
Source: the OMol25 dataset
Level of theory: ωB97M-V/def2-TZVPD

Last column: Löwdin charge in e.
Geometry (Å):
Ta -0.534 -0.156 -0.353  1.91
C 0.185 -0.216 -3.320  -0.15
C 0.312 -1.706 -3.526  -0.09
C 0.517 -2.589 -2.323  -0.23
C 0.922 -3.895 -2.576  0.03
C 0.992 -4.822 -1.557  0.02
C 0.642 -4.416 -0.277  -0.01
C 0.291 -3.105 -0.081  -0.15
N 0.240 -2.177 -1.068  -0.02
N -1.007 0.216 -2.516  -0.24
C -2.273 -0.365 -3.054  -0.08
C -2.780 -1.506 -2.234  -0.25
C -3.677 -2.410 -2.773  0.03
C -4.246 -3.368 -1.950  0.02
C -3.887 -3.389 -0.612  0.01
C -2.960 -2.475 -0.159  -0.09
N -2.404 -1.532 -0.946  0.00
C -1.132 1.712 -2.586  -0.09
C -2.176 2.122 -1.589  -0.27
C -3.064 3.158 -1.785  0.04
C -4.045 3.387 -0.827  0.02
C -4.120 2.551 0.276  0.00
C -3.191 1.539 0.411  -0.10
N -2.220 1.337 -0.493  -0.03
H 1.070 0.161 -2.815  0.08
H 0.122 0.273 -4.296  0.16
H -0.541 -2.106 -4.082  0.13
H 1.166 -1.842 -4.193  0.15
H 1.157 -4.179 -3.593  0.14
H 1.298 -5.841 -1.756  0.14
H 0.658 -5.099 0.562  0.14
H 0.036 -2.765 0.909  0.08
H -3.036 0.415 -3.043  0.15
H -2.133 -0.644 -4.098  0.15
H -3.943 -2.352 -3.821  0.14
H -4.959 -4.080 -2.345  0.14
H -4.309 -4.106 0.079  0.13
H -2.648 -2.504 0.871  0.08
H -0.162 2.155 -2.364  0.09
H -1.397 2.012 -3.602  0.16
H -3.004 3.766 -2.679  0.14
H -4.756 4.193 -0.956  0.14
H -4.889 2.676 1.025  0.14
H -3.218 0.865 1.256  0.11
C 0.540 1.719 0.255  -0.24
C 1.533 0.726 -0.196  -0.27
C 1.931 0.034 1.104  -0.10
C 1.299 0.695 2.138  0.02
C 0.499 1.765 1.668  -0.12
C -0.152 2.795 2.533  -0.52
C 0.971 3.418 3.393  0.01
C -1.174 2.124 3.470  0.00
C -0.822 3.887 1.702  -0.02
C 2.877 -1.125 1.437  -0.48
C 3.233 -2.077 0.274  -0.03
C 4.192 -0.515 1.987  -0.01
C 2.287 -1.939 2.612  -0.03
C 2.693 1.415 -1.047  -0.50
C 3.485 2.293 -0.063  -0.01
C 2.209 2.391 -2.131  -0.05
C 3.633 0.410 -1.712  -0.02
H 0.295 2.593 -0.329  0.11
H 1.419 0.461 3.186  0.14
H 1.431 2.687 4.058  0.10
H 0.536 4.204 4.011  0.11
H 1.748 3.866 2.773  0.10
H -0.712 1.352 4.087  0.08
H -2.005 1.691 2.910  0.06
H -1.584 2.876 4.143  0.11
H -0.094 4.437 1.101  0.10
H -1.302 4.608 2.364  0.11
H -1.591 3.484 1.038  0.06
H 4.285 -1.990 0.008  0.09
H 2.658 -1.887 -0.627  0.05
H 3.076 -3.112 0.571  0.09
H 4.782 -0.038 1.209  0.08
H 4.792 -1.328 2.398  0.11
H 4.008 0.203 2.787  0.10
H 1.280 -2.307 2.408  0.06
H 2.252 -1.368 3.539  0.09
H 2.925 -2.801 2.798  0.11
H 2.868 3.109 0.322  0.10
H 4.332 2.744 -0.581  0.11
H 3.877 1.740 0.783  0.07
H 1.548 3.173 -1.753  0.09
H 1.762 1.926 -3.009  0.07
H 3.090 2.913 -2.504  0.11
H 4.237 -0.123 -0.986  0.07
H 4.318 0.943 -2.371  0.11
H 3.101 -0.329 -2.317  0.08
N -1.138 -0.718 1.453  0.01
C -1.519 -1.087 2.522  -0.13
C -1.955 -1.521 3.701  -0.19
C -3.217 -2.192 3.712  -0.16
N -4.226 -2.724 3.574  0.22
C -1.097 -1.310 4.825  -0.16
N -0.314 -1.084 5.635  0.23

Atoms 1-2, force components in eV/Å:
Ta -0.3 -0.4 1.1
C 0.0 0.0 -0.1

Computed properties:
E in Ha: -1993.02418
Kohn-Sham gap in eV: 7.0
Multiplicity: 1
Net charge: +3